Here is a structure of composition C39H39N2O2PRuS2Se from the OMol25 dataset. Energies are from ωB97M-V/def2-TZVPD.

Results
E_HOMO (alpha / beta) (hartree): -0.44604 / -0.45816
Total charge: +2
<S²>: 6.04
E_LUMO (alpha / beta) (hartree): -0.2175 / -0.2789
Spin multiplicity: 5
Energy above the lowest of the compared OMol25 structures with the same formula, charge and spin (kcal/mol): 6.8

Last column: Mulliken spin population.
Positions of all 87 atoms, in Å:
Ru (0.38, 0.60, 0.70)  2.58
Se (-2.25, -1.53, -2.65)  0.73
S (0.35, 2.26, -3.18)  0.03
S (2.04, 0.85, -0.97)  0.27
P (-0.79, 2.18, 2.01)  -0.06
O (-0.02, -1.52, 0.61)  0.00
O (2.43, -0.89, 2.18)  0.00
N (-0.53, 1.10, -1.06)  -0.01
N (1.66, 0.27, 2.29)  -0.06
C (-1.51, -3.17, -4.86)  0.06
C (-2.08, 5.69, -0.61)  0.00
C (-3.34, -5.19, -4.22)  -0.02
C (-1.59, -4.32, -5.62)  -0.03
C (-2.49, -5.34, -5.31)  0.12
C (-3.04, 5.00, 0.12)  0.00
C (-0.74, 5.32, -0.53)  0.01
C (-0.09, -3.80, 1.23)  0.00
C (-2.82, 0.33, 2.21)  0.04
C (-3.67, 2.73, -3.22)  0.01
C (0.70, 4.66, 4.87)  0.01
C (-0.53, -2.10, -5.24)  0.01
C (0.56, 1.34, -1.76)  0.06
C (-2.38, -3.03, -3.73)  -0.02
C (-1.37, 2.31, -2.86)  0.01
C (-2.37, 2.85, -3.66)  -0.01
C (-2.66, 3.95, 0.94)  0.00
C (-2.19, 1.42, 2.83)  -0.07
C (1.88, 0.86, 3.40)  0.06
C (-2.68, 1.91, 4.04)  0.00
C (-3.31, -4.06, -3.42)  0.08
C (2.01, 2.66, 4.98)  0.01
C (-2.57, -6.57, -6.18)  -0.01
C (-0.09, -3.68, -0.29)  0.01
C (-0.51, -2.41, 1.67)  0.02
C (-0.36, 4.27, 0.28)  0.06
C (-0.01, 4.13, 3.79)  -0.01
C (-1.32, 3.58, 1.02)  -0.03
C (-4.26, -3.95, -2.26)  0.01
C (-1.67, 1.65, -1.66)  -0.01
C (-3.98, 2.08, -2.02)  0.00
C (-2.98, 1.53, -1.24)  0.04
C (-4.43, 0.25, 3.99)  0.00
C (0.28, 2.86, 3.30)  0.01
C (0.52, -2.32, -0.50)  0.00
C (-3.80, 1.32, 4.62)  0.00
C (1.69, 3.91, 5.47)  0.00
C (-3.94, -0.25, 2.79)  0.01
C (1.33, 2.12, 3.88)  0.02
H (2.81, 2.09, 5.43)  0.00
H (-4.05, -5.97, -3.99)  0.00
H (2.24, 4.31, 6.32)  0.00
H (-1.58, -6.88, -6.51)  0.00
H (0.25, -1.99, -4.48)  0.00
H (-2.13, 3.34, -4.59)  0.00
H (-5.01, 1.99, -1.71)  0.00
H (-3.72, -3.93, -1.31)  0.00
H (-2.19, 2.74, 4.54)  0.00
H (-4.83, -3.02, -2.31)  0.00
H (-5.30, -0.20, 4.45)  0.00
H (-2.43, -0.06, 1.28)  0.02
H (-1.59, -2.30, 1.71)  0.00
H (-3.23, 1.01, -0.32)  -0.03
H (-4.47, 3.14, -3.82)  0.00
H (1.61, -2.33, -0.41)  0.00
H (-4.94, -4.79, -2.26)  0.00
H (-0.78, 4.72, 3.32)  0.00
H (0.50, -4.47, -0.78)  0.00
H (0.01, 5.87, -1.09)  0.00
H (-3.15, -6.35, -7.07)  0.01
H (-0.94, -4.43, -6.47)  0.00
H (-3.04, -7.39, -5.66)  0.00
H (-0.77, -4.56, 1.60)  0.00
H (-0.07, -2.08, 2.61)  0.00
H (2.64, 0.40, 4.03)  0.00
H (0.69, 3.99, 0.35)  0.02
H (-4.18, 1.71, 5.55)  0.00
H (-1.01, -1.13, -5.34)  0.01
H (0.91, -4.03, 1.60)  0.00
H (-0.05, -2.35, -6.19)  0.00
H (0.23, -1.82, -1.43)  0.03
H (-3.41, 3.41, 1.51)  0.00
H (-4.42, -1.08, 2.31)  0.00
H (-4.08, 5.29, 0.05)  0.00
H (0.46, 5.65, 5.23)  0.00
H (-2.37, 6.51, -1.25)  0.00
H (-1.10, -3.70, -0.70)  -0.01
H (2.54, -1.04, 1.23)  0.00

Here is a cluster of 2 separate species, C39H39N4O2S in total from the OMol25 dataset. Energies are from ωB97M-V/def2-TZVPD.

Results
E_HOMO (hartree): -0.34141
Total charge: +1
E_LUMO (hartree): -0.1776

Last column: Löwdin charge in e.
Positions of all 85 atoms, in Å:
S (-2.92, 4.14, -0.67)  1.11
O (0.96, -5.99, -2.74)  0.11
O (-1.47, 1.59, -0.32)  -0.22
N (1.24, -2.66, -1.60)  0.06
N (2.32, -4.13, -2.92)  -0.04
N (-2.31, 4.43, 1.83)  -0.09
N (5.17, 6.41, -1.20)  0.19
C (2.31, 4.47, -0.40)  0.01
C (0.20, -6.85, 0.62)  -0.04
C (-1.66, -5.89, -0.58)  -0.04
C (2.45, -2.77, -2.43)  -0.45
C (3.58, 4.37, -1.00)  -0.21
C (4.03, 3.13, -1.48)  -0.01
C (0.80, 1.41, 3.78)  -0.06
C (-0.45, -8.09, 0.64)  -0.06
C (-1.52, 0.86, 4.21)  -0.07
C (0.46, 1.82, 2.49)  -0.05
C (-3.82, 5.30, 0.30)  -0.45
C (-2.04, 3.60, 0.76)  -0.40
C (1.22, 0.87, -0.39)  0.07
C (-2.68, 0.81, -0.48)  -0.05
C (-2.33, -7.12, -0.55)  -0.07
C (1.52, 3.33, -0.28)  0.01
C (2.00, 2.05, -0.66)  -0.17
C (-0.88, 1.78, 2.07)  -0.22
C (-3.35, 5.35, 1.62)  -0.23
C (-1.60, 4.41, 3.10)  0.00
C (3.29, -4.74, -3.80)  0.00
C (-5.09, 6.91, 2.20)  -0.07
C (1.25, -4.83, -2.45)  -0.36
C (4.43, 5.51, -1.12)  -0.16
C (0.47, -3.90, -1.51)  -0.16
C (1.55, -0.35, -0.97)  -0.05
C (-0.19, 0.97, 4.65)  -0.07
C (3.26, 1.99, -1.31)  0.01
C (-4.95, 6.04, -0.07)  -0.08
C (0.86, -1.56, -0.92)  0.04
C (-1.31, 2.38, 0.80)  -0.34
C (-4.00, 6.12, 2.59)  -0.01
C (0.35, -4.44, -0.09)  -0.08
C (2.48, -1.81, -3.63)  0.02
C (-1.72, -8.23, 0.06)  -0.07
C (-1.86, 1.23, 2.92)  -0.04
C (-5.56, 6.87, 0.87)  -0.08
C (-0.39, -5.76, -0.01)  -0.24
C (3.73, -2.64, -1.59)  0.02
H (0.04, -8.95, 1.11)  0.11
H (4.60, -2.63, -2.26)  0.10
H (-2.12, -5.02, -1.06)  0.11
H (-2.79, 0.11, 0.37)  0.08
H (-0.17, -3.69, 0.53)  0.12
H (1.22, 2.17, 1.79)  0.09
H (-2.88, 1.15, 2.53)  0.13
H (-6.42, 7.48, 0.58)  0.11
H (1.37, -4.58, 0.32)  0.13
H (1.73, -2.14, -4.37)  0.11
H (-2.23, -9.19, 0.08)  0.11
H (3.74, -1.73, -0.99)  0.08
H (-0.54, -3.74, -1.93)  0.17
H (2.96, -5.75, -4.03)  0.10
H (1.95, 5.43, -0.04)  0.13
H (-0.04, -1.67, -0.31)  0.15
H (-5.32, 5.95, -1.09)  0.11
H (-1.79, 5.37, 3.58)  0.09
H (4.27, -4.77, -3.32)  0.10
H (2.45, -0.37, -1.57)  0.05
H (0.51, 3.41, 0.12)  0.10
H (1.18, -6.72, 1.08)  0.11
H (5.00, 3.05, -1.98)  0.13
H (0.40, 0.91, 0.31)  0.08
H (3.48, -1.84, -4.09)  0.10
H (-0.52, 4.30, 2.97)  0.10
H (-3.32, -7.21, -1.00)  0.11
H (3.39, -4.16, -4.72)  0.10
H (-5.58, 7.57, 2.92)  0.11
H (-2.30, 0.51, 4.89)  0.11
H (-3.69, 6.08, 3.63)  0.11
H (-3.55, 1.48, -0.53)  0.07
H (3.80, -3.50, -0.91)  0.11
H (-2.54, 0.28, -1.43)  0.09
H (1.85, 1.46, 4.08)  0.11
H (0.07, 0.71, 5.68)  0.11
H (-1.96, 3.60, 3.74)  0.09
H (2.25, -0.78, -3.36)  0.07
H (3.68, 1.04, -1.68)  0.11

Here is an isolated molecule of C39H40Cl2F2N2OSSi from the OMol25 dataset. Energies are from ωB97M-V/def2-TZVPD.

Results
E_HOMO (hartree): -0.29756
Total charge: 0
E_LUMO (hartree): 0.0021

Last column: Löwdin charge in e.
Positions of all 88 atoms, in Å:
Cl (-0.78, -5.27, -2.36)  0.56
Cl (-0.16, -2.28, -2.11)  0.59
S (-1.79, 0.49, -1.05)  0.93
Si (4.50, 3.69, -1.33)  0.58
F (4.12, 1.53, 1.38)  0.02
F (2.76, 2.24, 3.05)  0.01
O (-0.33, -3.65, 2.77)  -0.20
N (-5.02, 3.98, -1.12)  0.03
N (-1.46, -2.30, 0.48)  -0.06
C (2.59, 3.36, 0.92)  -0.15
C (4.69, 0.88, -2.11)  -0.09
C (2.74, 3.33, -0.66)  -0.24
C (0.01, -4.99, 3.20)  -0.23
C (-3.19, -0.47, -0.34)  -0.31
C (0.58, -5.92, 2.01)  -0.09
C (5.86, 3.75, 0.03)  -0.19
C (5.24, -0.06, -4.42)  -0.08
C (-0.45, 0.09, 0.16)  -0.39
C (2.80, 1.97, 1.64)  -0.38
C (-5.08, 2.75, -3.39)  -0.04
C (-3.94, -2.58, 0.96)  0.02
C (-5.34, -2.09, 0.81)  -0.02
C (2.22, -0.50, 4.59)  -0.12
C (2.83, -0.73, 3.14)  -0.13
C (-4.88, 2.74, -0.53)  -0.10
C (-2.82, -1.75, 0.36)  -0.17
C (4.86, 2.30, -2.63)  -0.23
C (-4.61, 0.04, -0.48)  -0.13
C (4.88, -0.33, -2.97)  -0.07
C (1.69, 0.90, 1.38)  -0.02
C (-1.31, -4.41, -0.85)  -0.62
C (-5.70, -0.81, 0.09)  -0.15
C (-2.08, -5.26, 0.23)  -0.12
C (0.66, -1.52, 1.82)  0.01
C (-4.81, 1.41, -1.21)  -0.18
C (4.65, 5.34, -2.30)  -0.21
C (1.70, -0.45, 2.09)  -0.07
C (-5.10, 3.95, -2.50)  -0.14
C (1.61, -0.21, 5.62)  0.07
C (-4.93, 1.41, -2.72)  0.00
C (5.43, 1.34, -4.94)  -0.08
C (0.57, 1.15, 0.42)  -0.02
C (-7.50, 0.62, 1.19)  -0.10
C (-0.46, -1.28, 0.81)  -0.14
C (5.24, 2.56, -4.06)  -0.07
C (-7.21, -0.32, -0.08)  -0.18
C (-1.06, -3.05, -0.71)  -0.57
C (0.85, -2.86, 2.62)  -0.17
H (-3.66, -3.55, 1.47)  0.10
H (2.36, 2.38, -1.15)  0.07
H (-3.18, -5.27, 0.00)  0.09
H (-1.73, -6.34, 0.11)  0.07
H (6.19, 2.69, 0.23)  0.03
H (5.36, 3.62, -4.45)  0.08
H (2.07, 4.16, -1.07)  0.09
H (-7.21, 0.29, -1.04)  0.11
H (1.66, -3.45, 2.06)  0.14
H (-7.87, -1.23, -0.13)  0.11
H (-6.98, 0.16, 2.10)  0.08
H (5.35, -0.97, -5.08)  0.09
H (1.57, 3.77, 1.22)  0.13
H (3.34, 4.09, 1.35)  0.11
H (0.44, 2.12, -0.14)  0.10
H (-6.16, -2.73, 1.27)  0.10
H (0.74, -4.88, 4.06)  0.12
H (3.72, 5.48, -2.93)  0.04
H (6.76, 4.31, -0.37)  0.04
H (1.27, -2.71, 3.67)  0.12
H (3.72, -0.03, 3.09)  0.11
H (-0.97, -5.48, 3.52)  0.12
H (-5.18, 4.96, -3.02)  0.10
H (1.60, -6.31, 2.37)  0.08
H (-6.94, 1.58, 0.99)  0.06
H (4.72, -1.38, -2.57)  0.09
H (-8.61, 0.77, 1.37)  0.07
H (0.83, -5.29, 1.09)  0.08
H (5.69, 1.41, -6.03)  0.08
H (4.77, 6.15, -1.51)  0.04
H (4.40, 0.72, -1.03)  0.08
H (-4.92, 0.46, -3.32)  0.11
H (-1.82, -4.85, 1.25)  0.06
H (-4.81, 2.72, 0.61)  0.12
H (1.47, 0.21, 6.65)  0.05
H (5.52, 4.21, 1.00)  0.03
H (-0.14, -6.74, 1.76)  0.06
H (-5.18, 2.78, -4.51)  0.09
H (5.59, 5.25, -2.93)  0.04
H (3.18, -1.81, 3.15)  0.12

- total charge of number 2 (C39H39N4O2S)?
  +1

- Look up the total charge of the third one.
  0

- The highest total charge belongs to which entry?
  C39H39N2O2PRuS2Se

- What is the formula in the first record?
  C39H39N2O2PRuS2Se